Record 1
{"formula": "C52H35Cl2CrF5O3P2S3SbSe", "method": "the ωB97M-V functional and the def2-TZVPD basis", "species": ["Cr", "Cl", "C", "C", "C", "Cl", "C", "O", "C", "C", "O", "C", "H", "H", "H", "S", "Sb", "S", "S", "C", "C", "C", "C", "C", "C", "C", "C", "P", "C", "C", "C", "C", "C", "C", "C", "C", "C", "C", "C", "C", "C", "O", "C", "C", "C", "C", "C", "C", "P", "C", "C", "C", "C", "C", "C", "C", "C", "C", "C", "C", "C", "H", "H", "H", "H", "H", "H", "H", "H", "H", "H", "H", "H", "H", "H", "H", "H", "H", "H", "H", "H", "H", "H", "H", "H", "H", "H", "H", "H", "H", "H", "H", "H", "F", "C", "C", "F", "C", "F", "C", "Se", "C", "F", "C", "F"], "xyz": [[-0.93619, -0.70167, 0.41932], [-6.40548, 0.21564, -4.18357], [-4.92355, 0.33940, -3.22870], [-4.32074, 1.58386, -3.10846], [-3.17608, 1.66031, -2.30496], [-2.30664, 3.18677, -2.27760], [-2.64258, 0.58216, -1.61077], [-1.60889, 0.72502, -0.81027], [-3.18327, -0.72480, -1.91856], [-2.51890, -1.90617, -1.56566], [-1.36809, -1.99472, -0.96655], [-4.38809, -0.79424, -2.67246], [-4.70934, 2.45642, -3.61070], [-2.99804, -2.85133, -1.82836], [-4.84973, -1.75843, -2.84253], [-1.54044, -4.99922, 1.23136], [-1.53415, -3.10836, 2.64006], [0.43611, -1.94642, 1.85060], [-2.91532, -1.45978, 1.49150], [4.02623, 3.72183, 1.27562], [2.70144, 4.29685, 0.73652], [2.86904, 5.79746, 0.49961], [2.37188, 3.55871, -0.55397], [2.82559, 3.95469, -1.80930], [2.66600, 3.13609, -2.91697], [2.09803, 1.87732, -2.77270], [1.62603, 1.44825, -1.54063], [1.09060, -0.27507, -1.19229], [2.71793, -1.00289, -0.74282], [2.73404, -2.35711, -0.40016], [3.91601, -2.96294, 0.00062], [5.08918, -2.22666, 0.08533], [5.08051, -0.87865, -0.24411], [3.90156, -0.27253, -0.65843], [0.79869, -0.89947, -2.88677], [-0.27568, -0.36145, -3.59486], [-0.57856, -0.81567, -4.86761], [0.18867, -1.81563, -5.45110], [1.26256, -2.34972, -4.75644], [1.56907, -1.89261, -3.48068], [1.72246, 2.33408, -0.47425], [1.20169, 1.89571, 0.71259], [0.89100, 2.81871, 1.67367], [-0.14891, 2.49701, 2.53541], [-0.39261, 3.36849, 3.59331], [0.33129, 4.53832, 3.74165], [1.30434, 4.86730, 2.80724], [1.60484, 4.01489, 1.75322], [-1.32384, 1.09522, 2.16678], [-2.81562, 2.12438, 1.79845], [-2.68750, 3.47751, 1.49050], [-3.79594, 4.24942, 1.17464], [-5.05848, 3.68166, 1.13739], [-5.19908, 2.33113, 1.41814], [-4.09355, 1.56100, 1.74611], [-1.52433, 0.53870, 3.90258], [-2.73076, 0.56915, 4.59161], [-2.80848, 0.11507, 5.90194], [-1.68034, -0.38440, 6.53549], [-0.47367, -0.42603, 5.85028], [-0.39544, 0.03281, 4.54445], [4.82817, 3.88044, 0.55060], [3.93758, 2.64906, 1.45634], [4.29423, 4.20762, 2.21707], [3.67317, 5.98744, -0.21138], [3.14450, 6.30759, 1.42248], [1.95171, 6.24500, 0.11437], [3.32647, 4.90676, -1.92635], [3.01684, 3.46421, -3.88700], [2.02564, 1.21491, -3.62619], [1.82375, -2.94672, -0.44614], [3.90419, -4.01281, 0.26094], [6.00713, -2.70199, 0.41111], [5.99082, -0.29363, -0.18147], [3.92018, 0.77898, -0.91887], [-0.87996, 0.41934, -3.15200], [-1.43027, -0.39653, -5.38906], [-0.06063, -2.18656, -6.43812], [1.86063, -3.13915, -5.19462], [2.39775, -2.33835, -2.94807], [-1.19182, 3.13699, 4.28746], [0.12009, 5.20840, 4.56534], [1.84136, 5.80055, 2.91576], [-1.71629, 3.95276, 1.47677], [-3.65707, 5.29300, 0.92095], [-5.91889, 4.28121, 0.86565], [-6.17207, 1.85837, 1.36515], [-4.21526, 0.50229, 1.92747], [-3.62197, 0.94484, 4.10908], [-3.75939, 0.14216, 6.42018], [-1.74477, -0.75476, 7.55161], [0.41001, -0.83498, 6.32442], [0.54362, -0.03163, 4.00877], [1.85353, -10.51962, -1.54006], [1.38416, -9.25941, -1.47341], [2.23900, -8.20996, -1.20211], [3.54748, -8.45880, -1.00988], [1.74148, -6.92045, -1.13482], [2.63480, -5.95553, -0.87612], [0.39866, -6.61624, -1.33758], [-0.25530, -4.81962, -1.24226], [-0.42822, -7.70348, -1.60993], [-1.73614, -7.53585, -1.83259], [0.04186, -9.00407, -1.67830], [-0.78722, -10.02716, -1.94888]], "forces_ev_per_a": [[-0.6231, -0.0090, -0.5320], [0.0821, 0.0129, 0.0545], [-0.0859, -0.0463, -0.0660], [0.0117, 0.0018, 0.0051], [-0.0030, 0.1338, -0.0917], [-0.0982, -0.0372, 0.2028], [0.2333, -0.0788, 0.0592], [-0.1461, -0.0747, -0.0218], [-0.1248, -0.0025, 0.0293], [0.0403, 0.0458, -0.0325], [0.2711, -0.0227, -0.1419], [-0.0088, -0.0048, -0.0071], [0.0099, 0.0056, 0.0085], [0.0433, -0.0335, -0.0062], [0.0033, -0.0026, 0.0036], [-0.1280, -0.2487, 0.1012], [0.1000, 0.1601, -0.2237], [0.1386, -0.0652, 0.1745], [0.0713, -0.0635, 0.3147], [0.0150, -0.0320, 0.0128], [-0.0538, -0.0048, -0.0100], [0.0320, 0.0320, -0.0038], [0.0440, 0.0538, -0.1086], [-0.0161, 0.0023, 0.0212], [-0.0166, -0.0182, 0.0609], [0.0063, -0.0016, -0.0788], [-0.0494, -0.0493, -0.1151], [0.3029, -0.0343, 0.1152], [-0.0707, 0.0045, 0.0086], [-0.0137, 0.0005, -0.0339], [-0.0007, -0.0136, -0.0031], [-0.0125, 0.0085, -0.0044], [-0.0223, -0.0252, 0.0009], [0.0335, 0.0543, -0.0181], [0.0042, 0.0521, 0.0308], [-0.0128, 0.0462, -0.0165], [-0.0002, 0.0016, 0.0064], [0.0018, -0.0117, -0.0024], [-0.0201, 0.0273, 0.0115], [-0.0099, -0.0807, 0.0175], [-0.0596, -0.0153, 0.2002], [-0.0040, -0.0871, 0.0339], [0.0955, -0.0500, -0.1892], [-0.1222, -0.0648, 0.0268], [0.0073, -0.0117, 0.0873], [0.0101, -0.0428, -0.0363], [0.0029, 0.0269, 0.0045], [-0.0519, 0.0233, 0.0768], [0.2692, 0.2833, 0.2340], [0.0517, -0.0136, 0.0777], [-0.0089, 0.0949, -0.0504], [0.0234, -0.0219, -0.1028], [0.0007, 0.0070, -0.0131], [-0.0009, 0.0168, 0.0046], [0.0051, -0.0066, -0.0823], [-0.1034, -0.0370, -0.0367], [-0.0356, 0.0461, 0.0452], [0.0180, 0.0059, -0.0256], [0.0045, -0.0031, -0.0203], [-0.0206, -0.0092, 0.0259], [0.0839, 0.0116, -0.0051], [0.0009, 0.0032, 0.0024], [-0.0092, 0.0011, -0.0028], [-0.0010, 0.0012, 0.0003], [0.0039, -0.0098, 0.0030], [0.0026, -0.0018, 0.0030], [-0.0098, -0.0165, 0.0032], [-0.0074, 0.0024, -0.0060], [-0.0017, -0.0017, -0.0059], [0.0028, 0.0039, 0.0125], [0.0136, -0.0038, 0.0065], [-0.0024, -0.0204, -0.0080], [0.0001, 0.0014, 0.0010], [0.0005, 0.0025, 0.0010], [-0.0208, -0.0073, -0.0018], [0.0349, -0.0106, -0.0007], [0.0000, -0.0058, -0.0084], [0.0058, 0.0015, -0.0017], [-0.0106, -0.0060, -0.0048], [0.0065, 0.0183, 0.0279], [0.0031, -0.0065, 0.0007], [0.0056, 0.0054, 0.0029], [-0.0038, 0.0017, -0.0056], [-0.0395, -0.0206, -0.0231], [-0.0100, 0.0200, 0.0065], [-0.0148, -0.0098, 0.0120], [-0.0033, 0.0063, -0.0024], [-0.0092, 0.0258, 0.0343], [0.0011, -0.0022, -0.0090], [-0.0014, -0.0059, 0.0046], [0.0067, 0.0025, 0.0035], [-0.0001, 0.0022, 0.0041], [-0.0331, 0.0089, -0.0051], [0.0059, 0.0005, 0.0032], [-0.0064, -0.1165, -0.0144], [-0.0417, 0.0854, 0.0040], [0.0097, 0.0044, 0.0049], [0.1271, -0.1445, 0.0169], [-0.0084, 0.0461, 0.0058], [-0.1299, 0.4311, 0.0779], [0.0725, -0.1189, -0.1400], [-0.0874, -0.1712, 0.0011], [0.0273, 0.0554, 0.0080], [0.0524, 0.1254, 0.0154], [-0.0239, -0.0123, -0.0044]], "homo_energy_ev": [-0.531, -2.197], "total_energy_ha": -9211.62905, "de_lowest_kcal_mol": 0.0, "charge": -2, "lumo_ha": [0.1296, 0.1295], "multiplicity": 6}


Record 2
{"formula": "C52H39BrINO14P2SSi2", "method": "the ωB97M-V functional and the def2-TZVPD basis", "species": ["O", "N", "O", "C", "Si", "C", "C", "O", "I", "O", "Si", "S", "Br", "C", "O", "C", "C", "C", "C", "C", "C", "P", "P", "O", "O", "O", "H", "H", "H", "H", "H", "H", "H", "H", "H", "H", "H", "H", "H", "H", "H", "C", "C", "C", "C", "C", "C", "C", "O", "C", "C", "C", "C", "C", "C", "C", "O", "H", "H", "H", "H", "H", "H", "H", "H", "C", "C", "C", "C", "C", "C", "C", "O", "C", "C", "C", "C", "C", "C", "C", "O", "H", "H", "H", "H", "H", "H", "H", "H", "C", "C", "C", "C", "C", "C", "C", "O", "C", "C", "C", "C", "C", "C", "C", "O", "H", "H", "H", "H", "H", "H", "H", "H"], "xyz": [[-1.27268, -4.41810, 4.14369], [-0.77138, -4.25415, 3.10553], [-0.75714, -5.42393, 2.34452], [0.33915, -5.43045, 1.42549], [1.26722, -3.77815, 1.25524], [-0.00900, -2.53354, 0.56719], [-0.52967, -1.54589, 1.59108], [0.09509, -0.96079, 2.41355], [-2.68708, -1.14964, 1.46566], [1.99744, -3.20503, 2.66071], [2.91591, -4.25912, 3.56619], [4.44876, -5.23176, 2.44471], [1.74108, -5.81576, 4.68785], [3.77341, -3.21819, 4.90337], [4.81889, -2.51083, 4.24413], [4.97545, -1.20998, 4.67745], [3.97308, -0.27542, 4.54144], [4.17539, 0.99874, 5.02864], [5.36501, 1.32651, 5.63101], [6.37808, 0.40236, 5.73266], [6.17364, -0.87296, 5.25026], [2.68957, -4.06634, -0.44709], [4.13591, -2.44169, -0.38263], [5.49987, -2.97401, -0.34600], [3.83161, -1.45960, 0.86613], [3.89693, -1.60248, -1.73938], [-0.09286, -5.64346, 0.43553], [1.05887, -6.23760, 1.61604], [-0.84626, -3.10995, 0.16401], [0.45470, -1.97844, -0.25995], [5.35591, -5.61586, 3.37237], [2.99407, -2.57503, 5.33286], [4.12393, -3.90253, 5.68930], [3.03341, -0.57904, 4.08349], [3.36848, 1.71905, 4.93632], [5.45233, 2.33724, 6.01922], [7.30981, 0.69827, 6.20354], [6.96748, -1.60884, 5.33685], [3.40294, -5.27292, -0.27279], [4.20893, -0.59882, 0.62197], [4.71906, -1.15126, -1.98250], [-9.30180, -5.74860, -1.94640], [-8.50962, -6.71087, -2.56486], [-7.30824, -7.09404, -1.99281], [-6.88707, -6.50870, -0.80509], [-7.67111, -5.52628, -0.19687], [-8.88370, -5.15730, -0.76610], [-7.21464, -4.85270, 1.05045], [-7.89857, -4.00163, 1.58097], [-5.89860, -5.24087, 1.62534], [-5.42821, -4.58566, 2.75649], [-4.20996, -4.94540, 3.30979], [-3.45803, -5.97006, 2.74007], [-3.92193, -6.62298, 1.60948], [-5.13599, -6.25597, 1.04255], [-5.60193, -6.94309, -0.19213], [-4.94658, -7.83460, -0.69277], [-10.24481, -5.45680, -2.39057], [-8.83265, -7.16307, -3.49374], [-6.69478, -7.84589, -2.47076], [-9.49707, -4.40544, -0.28809], [-6.01244, -3.79154, 3.20201], [-3.84439, -4.42862, 4.18716], [-2.52130, -6.25710, 3.17422], [-3.33679, -7.41665, 1.16348], [1.69768, 2.65373, 2.35595], [2.36603, 1.68142, 1.61864], [3.04873, 2.03272, 0.46613], [3.05947, 3.35353, 0.03928], [2.36977, 4.32475, 0.76555], [1.69844, 3.97175, 1.93039], [2.32886, 5.73698, 0.29560], [1.73314, 6.58296, 0.92803], [3.02766, 6.08211, -0.97246], [2.95183, 7.37968, -1.45951], [3.60608, 7.71786, -2.63235], [4.34749, 6.76275, -3.31998], [4.42310, 5.46476, -2.84238], [3.75709, 5.11685, -1.67411], [3.81406, 3.71301, -1.19098], [4.45612, 2.87123, -1.79057], [1.17119, 2.37885, 3.26124], [2.35346, 0.64869, 1.94584], [3.57324, 1.27897, -0.10683], [1.17416, 4.72707, 2.50023], [2.37747, 8.12386, -0.92522], [3.54044, 8.72879, -3.01296], [4.86332, 7.03167, -4.23279], [4.99554, 4.72077, -3.37995], [-3.23227, 8.58785, -5.18107], [-4.02504, 7.74236, -5.95094], [-3.76610, 6.38231, -5.98010], [-2.70580, 5.86188, -5.24853], [-1.89594, 6.71394, -4.49433], [-2.17022, 8.07552, -4.45521], [-0.72662, 6.18267, -3.74216], [-0.02380, 6.92175, -3.08284], [-0.43318, 4.72633, -3.82356], [0.68575, 4.22158, -3.17428], [0.96651, 2.86592, -3.22935], [0.12279, 2.00709, -3.92741], [-0.99177, 2.50622, -4.58102], [-1.26888, 3.86734, -4.53970], [-2.45015, 4.39524, -5.27518], [-3.18569, 3.64875, -5.88731], [-3.44199, 9.64940, -5.15269], [-4.84734, 8.14668, -6.52706], [-4.38566, 5.72433, -6.57446], [-1.55080, 8.73354, -3.86076], [1.33943, 4.88759, -2.62926], [1.84271, 2.47408, -2.72748], [0.33939, 0.94701, -3.96414], [-1.64483, 1.83916, -5.12745]], "forces_ev_per_a": [[-0.2293, 0.1658, -0.2946], [0.4334, 0.2009, 0.2494], [0.6699, -0.5849, 0.1880], [0.1232, 0.3634, -0.8313], [-0.2720, 0.7965, 0.2525], [0.1595, 0.0561, 0.4279], [0.2730, 0.3193, 0.2861], [-0.1988, -0.3298, -0.5777], [0.2093, -0.1795, -0.0335], [0.0106, -1.8551, -0.5357], [1.0090, 0.7882, 1.3190], [0.0214, -0.1460, -0.7922], [0.0177, 0.2823, -0.2493], [-0.9154, -0.8045, -0.6196], [-0.2473, 0.1047, 0.3246], [0.0302, -0.5018, -0.0968], [-0.5824, -0.3029, -0.2359], [-0.7792, -0.0572, -0.2924], [-0.1608, 1.1109, 0.2674], [0.2530, 0.3249, 0.1833], [1.0983, -0.2267, 0.3033], [-1.0004, 0.2214, -0.7744], [1.3848, -0.6675, 0.3569], [0.2134, -0.1316, -0.0862], [-0.5286, -0.1049, -1.0418], [-0.6321, 0.1626, 0.6665], [0.1510, 0.0834, 0.1063], [-0.3682, -0.0064, 0.4675], [0.1534, 0.1085, -0.0831], [-0.1725, 0.0864, 0.1759], [-0.6048, 0.3048, 0.2472], [0.3035, 0.1274, 0.0387], [0.2627, 0.3252, -0.0229], [0.0918, 0.1414, 0.0102], [0.1714, 0.0491, 0.0545], [0.2985, -0.1520, 0.0167], [-0.0219, -0.2207, -0.0769], [-0.2031, -0.0535, -0.0753], [0.3050, 0.5388, 0.3908], [-0.0693, 0.0993, 0.4403], [0.0265, -0.1281, -0.1244], [0.0546, -0.0368, -0.0075], [-0.0153, 0.0409, 0.0570], [-0.0940, -0.0519, -0.1522], [-0.0595, 0.1130, 0.0671], [0.0934, -0.0966, -0.0430], [-0.1415, 0.0208, -0.1133], [-0.1885, 0.2417, 0.1676], [0.0151, -0.0218, -0.0249], [0.0675, -0.0830, -0.0866], [0.1179, 0.0795, 0.1330], [-0.0443, -0.1008, -0.1129], [-0.5937, -0.0263, 0.0290], [0.1321, 0.0391, 0.0959], [-0.0790, 0.0958, 0.0119], [0.1987, -0.2582, -0.1413], [-0.0147, 0.0409, 0.0025], [0.0108, -0.0014, 0.0062], [0.0000, -0.0017, 0.0149], [0.0748, 0.0081, 0.1177], [0.1089, 0.0132, 0.0852], [-0.0976, -0.0401, -0.0927], [-0.0147, -0.0149, 0.0154], [-0.0512, -0.1580, 0.1367], [-0.1035, -0.0080, -0.0846], [0.0314, 0.0180, -0.0482], [0.0136, -0.0561, 0.0046], [-0.0939, -0.1776, 0.2596], [-0.0287, 0.1201, -0.0311], [0.0433, -0.0855, -0.0747], [-0.0684, -0.1130, 0.1312], [-0.1825, 0.2735, 0.1507], [0.0287, -0.0313, 0.0013], [0.1121, -0.1077, -0.0513], [0.0133, 0.1656, -0.0791], [0.0458, -0.0814, -0.0117], [-0.0608, 0.0340, 0.0471], [0.0542, 0.0576, -0.1553], [-0.0232, 0.0939, 0.1523], [0.2466, -0.1947, -0.1727], [-0.0606, -0.0154, 0.0091], [-0.0150, -0.0172, -0.0288], [-0.0321, 0.0114, 0.0064], [0.0179, 0.1550, -0.1634], [0.0294, 0.0837, -0.1106], [-0.0382, -0.1099, 0.0787], [-0.0093, -0.0120, 0.0048], [-0.0073, -0.0069, 0.0086], [-0.0511, -0.0833, 0.0909], [-0.0173, -0.0549, -0.0294], [0.0538, 0.0087, 0.0513], [-0.1309, 0.1085, -0.0779], [0.1129, 0.0741, 0.0754], [-0.0685, -0.1035, -0.0694], [-0.0631, 0.1631, -0.0360], [0.1987, 0.2240, 0.2050], [-0.0092, -0.0239, -0.0266], [-0.0965, -0.0617, -0.0904], [0.1146, -0.1771, 0.0698], [-0.0631, -0.0067, -0.0166], [0.0105, 0.0695, 0.0256], [0.0889, -0.1636, 0.0182], [0.0583, 0.0985, 0.0613], [-0.2155, -0.2200, -0.1844], [0.0272, 0.0247, 0.0127], [0.0030, -0.0120, 0.0015], [0.0031, -0.0066, 0.0132], [0.0729, -0.1007, 0.0640], [0.0737, -0.1136, 0.0221], [-0.1121, 0.1289, -0.0555], [-0.0031, -0.0083, -0.0232], [0.0011, 0.0123, -0.0025], [-0.0655, 0.1175, -0.0362]], "homo_energy_ev": -9.156, "total_energy_ha": -7644.92524, "lumo_ha": -0.0426}